1.
Formula: C3H4Cl2N3
Source: the OMol25 dataset
Level of theory: ωB97M-V/def2-TZVPD

Relative energy (zero: lowest compared OMol25 entry of this formula, charge and spin) (kJ/mol): 244.9
Energy (Ha): -1200.98444
LUMO energy (eV): -6.281

ORCA input file:
```
! wB97M-V def2-TZVPD RIJCOSX def2/J DEFGRID3
* xyz 1 1
C -0.266 0.722 0.608
C 0.404 -0.450 -0.050
C -1.147 0.289 -1.591
N -1.107 1.145 -0.543
N -0.120 -0.592 -1.275
N 1.235 -1.319 0.461
Cl 0.768 1.942 1.974
Cl -2.077 2.536 -0.328
H -0.949 0.377 1.389
H 0.154 -1.287 -1.959
H 1.577 -1.249 1.408
H 1.530 -2.116 -0.094
*
```

Here are the Mulliken charges for atoms 1 to 8, given in e: -0.27 0.60 -0.14 0.10 -0.07 -0.30 -0.10 0.07

2.
Formula: C31H22AlCl5N3P
Source: the OMol25 dataset
Level of theory: ωB97M-V/def2-TZVPD

Relative energy (zero: lowest compared OMol25 entry of this formula, charge and spin) (kJ/mol): 3.4
Energy (Ha): -4243.12650
LUMO energy (eV): -6.416

ORCA input file:
```
! wB97M-V def2-TZVPD RIJCOSX def2/J DEFGRID3
* xyz 2 1
Al 0.382 -1.637 -0.242
Cl 2.227 -3.458 2.419
C 1.134 -4.228 1.333
C 0.465 -3.440 0.412
C -0.396 -4.083 -0.454
Cl -1.149 -2.935 -1.607
C -0.654 -5.437 -0.487
Cl -1.737 -6.117 -1.612
C 0.034 -6.205 0.464
Cl -0.226 -7.887 0.509
C 0.926 -5.606 1.372
Cl 1.752 -6.568 2.513
N -3.636 2.534 3.759
C -4.264 3.734 3.969
C -5.046 4.214 5.019
C -5.518 5.498 4.883
C -5.231 6.290 3.747
C -4.463 5.818 2.716
C -3.969 4.509 2.829
N -3.192 3.791 1.964
C -3.012 2.624 2.539
C -2.228 1.585 1.923
C -1.988 0.335 2.513
C -1.224 -0.591 1.854
N -0.679 -0.347 0.640
C -0.916 0.861 0.054
C -1.668 1.826 0.654
H -3.670 1.741 4.376
H -5.272 3.617 5.892
H -6.131 5.920 5.668
H -5.634 7.293 3.701
H -4.239 6.416 1.844
H -2.390 0.073 3.480
H -1.022 -1.564 2.284
H -0.477 1.023 -0.924
H -1.847 2.776 0.171
C 3.160 0.177 0.042
P 2.219 -0.572 -1.313
C 1.774 0.711 -2.493
C 1.358 0.324 -3.768
C 0.962 1.288 -4.682
C 0.979 2.630 -4.326
C 1.397 3.016 -3.060
C 1.795 2.059 -2.137
C 3.214 -1.850 -2.080
C 4.598 -1.710 -2.179
C 5.346 -2.708 -2.780
C 4.719 -3.840 -3.288
C 3.341 -3.978 -3.200
C 2.588 -2.986 -2.593
H 4.017 0.725 -0.350
H 3.512 -0.618 0.701
H 2.537 0.866 0.613
H 1.368 -0.720 -4.058
H 0.652 0.993 -5.675
H 0.673 3.381 -5.043
H 1.426 4.063 -2.792
H 2.133 2.376 -1.159
H 5.099 -0.828 -1.798
H 6.420 -2.603 -2.855
H 5.308 -4.616 -3.757
H 2.855 -4.855 -3.605
H 1.510 -3.099 -2.540
*
```

Here are the Mulliken charges for atoms 1 to 8, given in e: 0.08 -0.17 0.64 -0.37 0.72 -0.12 -0.61 -0.15

3.
Formula: C28H28Cl2N5
Source: the OMol25 dataset
Level of theory: ωB97M-V/def2-TZVPD

Energy (Ha): -2277.59298
LUMO energy (eV): -4.912

ORCA input file:
```
! wB97M-V def2-TZVPD RIJCOSX def2/J DEFGRID3
* xyz 1 1
C -1.864 -2.324 0.360
C -1.907 -1.114 -0.619
Cl -0.371 -0.322 -1.085
C -3.057 -0.621 -1.158
Cl -3.016 0.782 -2.288
N -4.391 -1.129 -0.864
C -5.343 -0.170 -0.502
C -6.713 -0.486 -0.179
C -7.118 -1.900 -0.218
C -6.127 -2.910 -0.581
C -4.773 -2.446 -0.915
H -2.323 -2.114 1.365
H -0.778 -2.601 0.471
H -2.371 -3.232 -0.051
H -5.023 0.902 -0.463
H -7.441 0.317 0.086
H -8.152 -2.219 0.038
H -6.304 -4.007 -0.631
H -4.024 -3.208 -1.220
N 0.428 -1.897 2.830
C 1.410 -1.006 2.638
C 2.678 -1.125 3.182
C 2.949 -2.227 3.975
C 1.951 -3.164 4.191
C 0.717 -2.955 3.599
H 1.148 -0.158 2.012
H 3.433 -0.375 2.990
H 3.929 -2.356 4.419
H 2.127 -4.038 4.805
H -0.095 -3.662 3.737
N 5.482 -0.502 1.565
C 6.723 -0.673 2.037
C 7.797 0.131 1.692
C 7.578 1.171 0.803
C 6.302 1.368 0.298
C 5.296 0.510 0.710
H 6.846 -1.501 2.727
H 8.779 -0.053 2.107
H 8.392 1.822 0.507
H 6.094 2.169 -0.398
H 4.279 0.625 0.346
N -5.645 -1.996 -6.821
C -5.184 -0.973 -7.549
C -4.543 0.131 -7.009
C -4.371 0.182 -5.636
C -4.842 -0.865 -4.860
C -5.467 -1.925 -5.499
H -5.345 -1.058 -8.618
H -4.188 0.929 -7.648
H -3.876 1.029 -5.175
H -4.727 -0.861 -3.784
H -5.849 -2.770 -4.935
N 5.260 4.634 2.548
C 4.347 3.679 2.340
C 3.004 3.932 2.113
C 2.578 5.251 2.104
C 3.504 6.258 2.319
C 4.826 5.898 2.533
H 4.729 2.663 2.360
H 2.309 3.118 1.948
H 1.535 5.491 1.931
H 3.209 7.299 2.319
H 5.588 6.651 2.702
*
```

Here are the Mulliken charges for atoms 1 to 8, given in e: -0.94 0.27 -0.16 -0.06 -0.08 0.32 -0.01 -0.65

4.
Formula: C8H10CeO4S
Source: the OMol25 dataset
Level of theory: ωB97M-V/def2-TZVPD

Energy (Ha): -1483.84133
LUMO energy (spin up / spin down) (eV): -13.924 / -13.783
⟨S²⟩: 0.751

ORCA input file:
```
! wB97M-V def2-TZVPD RIJCOSX def2/J DEFGRID3
* xyz 3 2
Ce -0.265 0.930 -0.927
C -0.192 1.384 1.655
O -0.198 1.979 2.656
C -0.211 3.453 -0.005
O -0.187 4.359 0.708
C -2.331 1.460 0.451
O -3.129 1.679 1.274
C 1.854 1.519 0.339
O 2.695 1.721 1.107
C -0.201 -0.123 -3.076
H 0.735 -0.714 -3.033
H -1.137 -0.715 -3.028
C -0.203 1.236 -3.364
H -1.142 1.792 -3.533
H 0.731 1.792 -3.550
C -0.394 -3.142 0.492
S -0.061 -1.426 0.864
C 1.094 -1.646 2.225
H -1.207 -3.182 -0.236
H -0.711 -3.659 1.404
H 0.498 -3.613 0.061
H 1.117 -0.750 2.849
H 0.747 -2.486 2.845
H 2.097 -1.849 1.824
*
```

Here are the Mulliken charges for atoms 1 to 8, given in e: 0.99 -0.08 -0.06 0.33 -0.03 0.37 -0.02 0.36

5.
Formula: C4H7N3
Source: the OMol25 dataset
Level of theory: ωB97M-V/def2-TZVPD

Relative energy (zero: lowest compared OMol25 entry of this formula, charge and spin) (kJ/mol): 49.6
Energy (Ha): -320.86441
LUMO energy (eV): 0.677
SMILES: [H]/N=C(\C#N)NCC

ORCA input file:
```
! wB97M-V def2-TZVPD RIJCOSX def2/J DEFGRID3
* xyz 0 1
H -2.546 -2.330 -0.487
N -1.965 -1.893 0.223
C -1.142 -1.056 -0.280
C -1.076 -0.760 -1.715
N -1.093 -0.579 -2.858
N -0.199 -0.433 0.488
C 0.296 0.916 0.258
C 1.765 0.999 0.644
H -0.302 -0.701 1.459
H 0.169 1.151 -0.802
H -0.308 1.642 0.826
H 2.387 0.432 -0.057
H 1.908 0.574 1.643
H 2.105 2.039 0.657
*
```

Here are the Mulliken charges for atoms 1 to 8, given in e: 0.25 -0.69 0.54 0.17 -0.39 -0.22 -0.39 -1.13

6.
Formula: C4H12
Source: the OMol25 dataset
Level of theory: ωB97M-V/def2-TZVPD

Relative energy (zero: lowest compared OMol25 entry of this formula, charge and spin) (kJ/mol): 37.8
Energy (Ha): -159.57058
LUMO energy (eV): 1.163
SMILES: CC.CC

ORCA input file:
```
! wB97M-V def2-TZVPD RIJCOSX def2/J DEFGRID3
* xyz 0 1
C 0.074 1.076 1.365
C -1.073 1.091 2.383
H 0.183 2.068 0.931
H 1.050 0.857 1.809
H -0.103 0.267 0.672
H -1.830 1.847 2.157
H -0.838 1.240 3.433
H -1.610 0.144 2.356
C 0.855 -0.758 -2.485
C 0.203 -1.318 -1.240
H 1.430 -1.538 -2.992
H 0.167 -0.475 -3.290
H 1.479 0.123 -2.342
H -0.163 -2.314 -1.522
H -0.687 -0.838 -0.849
H 0.863 -1.472 -0.388
*
```

Here are the Mulliken charges for atoms 1 to 8, given in e: -0.18 -0.93 0.30 0.30 -0.34 0.26 0.30 0.31